1.
A 3-piece molecular cluster, C3H9N3O2 overall at a distorted geometry, computed with the ωB97M-V functional and the def2-TZVPD basis.

Structure (ORCA input):
```
! wB97M-V def2-TZVPD RIJCOSX def2/J DEFGRID3
* xyz 0 1
N -2.1683 0.7529 1.3014
N -2.9125 0.7720 0.4758
O -3.6600 0.6888 -0.3707
C 0.9972 -0.4357 1.1006
C 0.8708 0.2672 -0.2117
C 1.8877 1.3473 -0.5265
N 0.2019 -0.2786 -1.1349
H 0.0570 -0.2391 1.6397
H 1.2277 -1.4468 0.9344
H 1.8080 -0.1300 1.5625
H 1.6512 2.1558 -1.3250
H 2.8929 0.9220 -0.7809
H 2.1068 1.9716 0.4920
H 0.2459 0.2318 -2.0194
O -1.9630 -1.9167 -0.3006
H -2.2270 -2.7748 -0.5994
H -1.0162 -1.8877 -0.2372
*
```

Values from the calculation:
SMILES = N#[N+][O-].CC(C)=N.O
energy = -11819.246 eV
strongest force on any atom = 5.054 eV/A
Kohn-Sham gap = 10.6765 eV

Atomic partial charges in e from the Mulliken method, atoms 1 to 4:
1. N -0.43
2. N 0.93
3. O -0.54
4. C -1.54


2.
A 2-piece molecular cluster, C3H9N3O2 overall at a distorted geometry, computed with the ωB97M-V functional and the def2-TZVPD basis.

Structure (ORCA input):
```
! wB97M-V def2-TZVPD RIJCOSX def2/J DEFGRID3
* xyz 0 1
C 0.6399 -0.2809 -2.2948
C -0.0165 -0.6371 -1.1012
N 0.4775 -1.2758 -0.0670
O -0.0476 -1.5549 1.0811
O 1.8544 -1.7074 -0.1911
H 1.6028 -0.7419 -2.1571
H 0.1103 -0.6932 -3.0902
H 0.6940 0.7786 -2.4042
H -0.9353 -0.0621 -0.8907
H 1.9315 -1.9731 0.6890
H 0.9163 2.1201 0.6521
N 0.2677 1.2989 0.7681
C -0.7417 1.5031 1.4869
N -1.7123 0.4951 1.6568
H -1.1792 2.4941 1.7530
H -1.4537 -0.4800 1.6037
H -2.4080 0.7163 2.5058
*
```

Values from the calculation:
SMILES = C/C=[N+](/[O-])O.[H]/N=C/N
energy = -11817.757 eV
strongest force on any atom = 4.797 eV/A
Kohn-Sham gap = 9.5823 eV

Atomic partial charges in e from the Mulliken method, atoms 1 to 4:
1. C -1.14
2. C -0.05
3. N 0.70
4. O -0.82


3.
C3H9N3O2 as an isolated structure at a distorted geometry, computed with the ωB97M-V functional and the def2-TZVPD basis.

Structure (ORCA input):
```
! wB97M-V def2-TZVPD RIJCOSX def2/J DEFGRID3
* xyz 0 1
C -2.0740 0.9833 0.1560
C -1.0322 -1.3147 0.4051
C -0.8228 0.1514 -0.1560
N 2.6704 0.2136 0.4057
N 0.2559 0.8970 0.4152
N 1.8468 0.2860 -0.4462
O 1.7511 -0.0011 -1.6104
O 3.9919 0.0153 -0.0124
H -1.8439 1.8517 0.8478
H -2.4820 1.3368 -0.8039
H -2.7360 0.3666 0.5471
H -1.2857 -1.3717 1.4043
H -0.1352 -1.9096 0.0266
H -1.9093 -1.7083 -0.2657
H -0.6856 0.0458 -1.2763
H 0.4221 0.4299 1.3842
H 4.0683 -0.2720 -1.0212
*
```

Values from the calculation:
energy = -11815.438 eV
strongest force on any atom = 5.763 eV/A
Kohn-Sham gap = 9.8263 eV

Atomic partial charges in e from the Mulliken method, atoms 1 to 4:
1. C -1.23
2. C -1.43
3. C 0.52
4. N -0.19


4.
A 3-piece molecular cluster, C3H9N3O6 overall, computed with the ωB97M-V functional and the def2-TZVPD basis.

Structure (ORCA input):
```
! wB97M-V def2-TZVPD RIJCOSX def2/J DEFGRID3
* xyz 0 1
C 2.0137 1.7671 2.9414
N 3.0768 2.5364 3.6231
O 3.3274 2.2393 4.7730
O 3.5908 3.4460 3.0066
H 1.0843 2.2709 3.1961
H 1.9937 0.7493 3.3156
H 2.2132 1.7673 1.8760
C 5.6280 9.3291 2.9454
N 5.6532 7.8817 3.3160
O 6.1944 7.1089 2.5609
O 5.1097 7.5794 4.3627
H 4.5851 9.5745 2.7709
H 6.2615 9.4697 2.0809
H 5.9859 9.8690 3.8165
C 2.4920 6.1848 4.9465
N 1.1297 5.5955 4.9433
O 0.2242 6.2887 5.3550
O 1.0033 4.4679 4.5060
H 2.6405 6.6347 3.9713
H 3.2276 5.3951 5.0700
H 2.5444 6.8868 5.7683
*
```

Values from the calculation:
SMILES = C[N+](=O)[O-].C[N+](=O)[O-].C[N+](=O)[O-]
energy = -20003.811 eV
strongest force on any atom = 0.507 eV/A
Kohn-Sham gap = 11.0448 eV

Atomic partial charges in e from the Mulliken method, atoms 1 to 4:
1. C -0.67
2. N 0.90
3. O -0.53
4. O -0.50


5.
C3H9N3OS as an isolated structure at a distorted geometry, computed with the ωB97M-V functional and the def2-TZVPD basis.

Structure (ORCA input):
```
! wB97M-V def2-TZVPD RIJCOSX def2/J DEFGRID3
* xyz 0 1
C 1.4771 -1.5075 -0.0074
C 0.7998 -0.7432 1.0872
C 0.1389 0.4395 0.3821
H 2.3467 -0.7332 -1.9677
H 2.2630 0.3639 -0.5041
H 2.0780 -2.5176 0.2349
H 0.6318 -1.5725 -0.8045
H -0.0315 -1.4794 1.5421
H 1.4746 -0.0550 1.6483
H -1.5114 1.2912 -0.4526
H -2.3645 -0.8736 1.0780
H -0.0878 3.5072 0.4006
N 2.5526 -0.6132 -0.6668
N -0.9164 0.2738 -0.4841
N 0.5873 1.6745 0.5111
O -0.2362 2.5445 -0.3243
S -2.0605 -1.0479 -0.1796
*
```

Values from the calculation:
energy = -20604.057 eV
strongest force on any atom = 6.702 eV/A
Kohn-Sham gap = 9.4957 eV

Atomic partial charges in e from the Mulliken method, atoms 1 to 4:
1. C -0.23
2. C -0.55
3. C 0.41
4. H 0.27


6.
An isolated ion of composition C3H9N3P and charge +1 at a distorted geometry, computed with the ωB97M-V functional and the def2-TZVPD basis.

Structure (ORCA input):
```
! wB97M-V def2-TZVPD RIJCOSX def2/J DEFGRID3
* xyz 1 1
H 2.3812 -2.9400 0.0424
P 1.0007 -2.8344 -0.6212
N 0.6907 -1.2912 -0.3827
C 1.4558 -0.2340 0.2857
C 0.3166 0.5259 1.0086
N -0.3651 1.4782 0.1677
N -1.4483 1.2030 -0.5728
C -1.7990 0.0616 -1.0611
H 1.9780 0.3647 -0.4175
H 2.1506 -0.6960 0.9573
H -0.4604 -0.2726 1.2002
H 0.6081 0.9174 2.0298
H -0.4324 2.4278 0.6579
H -2.1400 1.9129 -0.8364
H -1.2286 -0.8393 -0.7605
H -2.7077 0.2160 -1.6974
*
```

Values from the calculation:
SMILES = [H]/P=N\CCN[NH+]=C
energy = -17005.844 eV
strongest force on any atom = 4.632 eV/A
Kohn-Sham gap = 9.1062 eV

Atomic partial charges in e from the Mulliken method, atoms 1 to 4:
1. H 0.05
2. P 0.04
3. N -0.24
4. C -0.59


7.
A 2-piece molecular cluster, C3H9N3P overall at a distorted geometry, computed with the ωB97M-V functional and the def2-TZVPD basis.

Structure (ORCA input):
```
! wB97M-V def2-TZVPD RIJCOSX def2/J DEFGRID3
* xyz 1 1
C -0.4340 -1.7451 0.5659
C 1.2861 -0.3390 -0.2795
C 2.0382 0.7852 0.3701
N 0.6998 -1.3358 0.4373
N -1.3919 -0.2971 -0.6488
N -0.4365 0.5345 -0.9784
P -2.3485 0.1080 0.8017
H -0.9564 -2.6352 0.7883
H 1.7200 -0.7394 -1.1063
H 2.8075 1.3468 -0.2160
H 2.5589 0.4010 1.1710
H 1.3272 1.3280 0.9294
H -0.2008 1.4268 -0.3949
H -0.3283 0.6231 -1.9575
H -3.4380 -0.7348 0.3743
H -2.9029 1.2730 0.1434
*
```

Values from the calculation:
energy = -17004.158 eV
strongest force on any atom = 3.841 eV/A
Kohn-Sham gap (alpha / beta) = 8.8670 / 8.8676 eV

Atomic partial charges in e from the Mulliken method, atoms 1 to 4:
1. C 0.05
2. C 0.17
3. C -1.23
4. N -0.18


8.
One molecule with the formula C3H9N3S at a distorted geometry, computed with the ωB97M-V functional and the def2-TZVPD basis.

Structure (ORCA input):
```
! wB97M-V def2-TZVPD RIJCOSX def2/J DEFGRID3
* xyz 0 1
C 3.0277 -0.3480 0.0940
S 1.5471 0.6234 -0.1627
N 0.3615 -0.6283 -0.1616
C -0.8672 -0.2817 -0.0959
C -1.8732 -1.4314 -0.0784
N -1.4602 0.9229 0.1359
N -0.9658 2.1998 -0.0755
H 2.8528 -0.9111 0.9892
H 3.2129 -0.9951 -0.7402
H 3.8525 0.3224 0.2910
H -1.4201 -2.4063 -0.1621
H -2.6392 -1.3081 -0.8674
H -2.4193 -1.5164 0.8648
H -2.4399 0.9082 0.2706
H -0.3120 2.5150 0.6603
H -0.4574 2.3348 -0.9622
*
```

Values from the calculation:
SMILES = CS/N=C(/C)NN
energy = -18561.075 eV
strongest force on any atom = 1.874 eV/A
Kohn-Sham gap = 8.6324 eV

Atomic partial charges in e from the Mulliken method, atoms 1 to 4:
1. C -0.85
2. S -0.08
3. N -0.46
4. C 0.82